68
Properties=species:S:1:pos:R:3:nbo_charge:R:1 method="wB97M-V/def2-TZVPD" total_energy_ha=-5776.2388 max_force_ev_per_a=0.862 gap_ev=7.01 e_homo_ev=-5.04 charge=-1 lumo_energy_ev=1.964
C 2.27 0.02 2.43 -0.6232
C 2.61 -0.93 1.27 -0.4244
C 3.52 -0.32 0.21 -0.0484
O 2.92 0.74 -0.52 -0.5389
C 1.99 0.33 -1.49 0.0928
N 0.61 0.75 -1.18 -0.1752
O 0.50 1.17 0.16 -0.4276
C 0.03 2.50 0.22 -0.0725
C 0.59 3.12 1.50 0.0621
C -0.31 2.98 2.72 -0.6275
O 0.86 4.52 1.29 -0.7360
C -0.41 -0.25 -1.55 -0.2000
C -1.30 -0.64 -0.38 -0.0671
O -1.88 -1.90 -0.66 -0.5394
C -2.72 -2.34 0.38 -0.0626
C -3.97 -1.48 0.47 -0.6451
C -1.19 0.27 -2.79 0.7874
O -2.42 0.13 -2.78 -0.7532
O -0.44 0.77 -3.68 -0.8365
H 1.23 0.34 2.37 0.2220
H 2.89 0.92 2.39 0.1977
H 2.43 -0.45 3.41 0.2025
H 1.69 -1.26 0.78 0.2104
H 3.10 -1.83 1.66 0.1964
H 3.87 -1.09 -0.49 0.1628
H 4.40 0.12 0.69 0.1726
H 2.26 0.77 -2.45 0.1963
H 2.01 -0.77 -1.60 0.1321
H 0.36 3.06 -0.65 0.2098
H -1.07 2.50 0.24 0.1638
H 1.53 2.58 1.69 0.1807
H -1.37 3.09 2.44 0.2066
H -0.06 3.75 3.45 0.2146
H -0.19 2.00 3.18 0.2106
H 1.81 4.62 1.16 0.4713
H 0.08 -1.19 -1.85 0.1881
H -2.07 0.13 -0.26 0.1789
H -0.74 -0.71 0.56 0.1690
H -2.17 -2.38 1.33 0.1537
H -3.01 -3.37 0.13 0.1745
H -4.62 -1.82 1.29 0.2011
H -3.75 -0.43 0.65 0.2109
H -4.53 -1.57 -0.46 0.2164
C 0.87 3.24 -4.74 -0.3895
Cl 0.18 4.78 -5.31 -0.0761
Cl 2.28 3.52 -3.70 -0.0568
H 0.13 2.68 -4.18 0.2927
H 1.20 2.68 -5.60 0.2166
C -0.24 -5.17 1.33 -0.3939
Cl 0.06 -3.73 2.31 -0.0170
Cl -1.80 -5.93 1.69 -0.0355
H -0.24 -4.86 0.29 0.2344
H 0.54 -5.89 1.53 0.2171
C 2.71 -1.50 6.90 -0.3969
Cl 1.51 -2.04 5.72 -0.0117
Cl 4.03 -0.58 6.17 -0.0246
H 2.21 -0.86 7.62 0.2195
H 3.14 -2.38 7.37 0.2175
C 0.95 -1.27 -5.48 -0.3934
Cl 2.07 0.08 -5.47 -0.0302
Cl 1.69 -2.77 -4.86 -0.0685
H 0.13 -0.98 -4.83 0.2769
H 0.63 -1.46 -6.50 0.2087
C -5.41 1.22 -1.24 -0.3946
Cl -4.96 2.13 0.21 -0.0452
Cl -6.73 0.08 -0.94 -0.0518
H -5.74 1.93 -1.99 0.2206
H -4.54 0.66 -1.58 0.2747